Computed, not measured: C37H49FeN3OSeSi2Te as an isolated structure, with ωB97M-V/def2-TZVPD.

```
95
Properties=species:S:1:pos:R:3:forces:R:3:mulliken_charge:R:1
Fe -0.484 2.113 -1.700 -0.6 -0.1 -0.1 -0.128
C 2.450 3.379 -2.962 -2.4 1.3 0.8 -1.232
Si 0.949 3.585 -4.075 -0.1 -0.2 0.2 0.415
C 1.163 2.479 -5.612 0.7 0.4 -1.6 -1.234
C 1.123 5.399 -4.633 -0.1 0.6 -0.6 -1.215
N -0.527 3.337 -3.196 0.6 0.0 -0.1 0.400
C -1.762 3.891 -3.463 1.1 0.1 -2.4 0.180
C -2.072 4.495 -4.718 -0.4 0.2 1.4 -0.529
C -3.349 5.017 -4.947 0.9 0.0 -2.1 -0.878
C -4.299 4.892 -3.979 -1.7 -0.1 0.6 -0.427
C -4.048 4.224 -2.771 1.5 0.7 -0.9 -0.766
C -2.757 3.707 -2.517 -1.4 -1.2 2.4 1.170
N -2.383 2.928 -1.376 0.4 0.6 -1.4 0.368
Si -3.284 2.294 -0.086 -1.0 0.2 -0.7 0.071
C -2.347 2.708 1.474 -0.8 -0.6 0.6 -0.718
C -5.040 3.054 0.247 2.4 0.7 4.1 -1.364
C -3.864 0.512 -0.367 1.3 0.1 0.2 -0.779
H 3.243 3.843 -3.427 2.0 1.4 -1.1 0.531
H 2.745 2.406 -2.779 0.2 -2.2 0.5 0.375
H 2.208 3.884 -2.001 0.4 -0.3 -0.5 0.066
H 0.278 1.872 -5.756 0.0 -0.6 0.3 0.297
H 2.092 1.888 -5.629 -0.5 -0.4 0.8 0.365
H 1.304 2.924 -6.633 -0.4 0.6 0.8 0.378
H 2.206 5.521 -4.819 -0.2 0.2 0.3 0.378
H 0.790 6.097 -3.812 0.3 -0.5 -1.0 0.231
H 0.674 5.664 -5.637 0.1 -0.2 1.2 0.333
H -1.293 4.646 -5.442 0.2 -0.2 -0.3 0.282
H -3.591 5.411 -5.985 0.2 -0.3 1.5 0.198
H -5.326 5.247 -4.175 0.5 -0.1 0.2 0.275
H -4.809 4.279 -2.037 -0.5 -0.5 0.7 0.291
H -2.899 2.476 2.414 0.2 0.4 -0.6 0.272
H -2.194 3.752 1.331 -0.2 1.2 0.2 0.396
H -1.345 2.354 1.582 0.6 -0.5 -0.1 0.005
H -5.020 4.172 0.434 -0.1 -1.2 0.1 0.262
H -5.412 2.457 1.182 0.6 1.3 -1.2 0.156
H -5.739 2.857 -0.445 -2.4 -0.7 -2.9 0.463
H -3.049 -0.120 -0.767 -0.4 0.1 0.5 0.042
H -4.643 0.531 -1.102 -0.6 0.1 -0.5 0.528
H -4.286 0.166 0.574 0.0 -0.5 0.1 0.164
C 4.812 -3.390 6.728 -0.3 -2.0 0.0 -1.474
C 4.070 -2.780 5.588 0.1 0.8 -0.3 0.859
C 2.792 -2.232 5.812 1.3 -0.4 -2.2 -1.269
C 2.118 -1.606 4.732 0.8 -0.5 1.9 1.300
C 0.845 -0.900 5.103 0.0 0.7 -0.4 -1.418
C 2.749 -1.494 3.484 -0.8 0.0 1.0 -0.971
Te 1.549 -0.537 2.044 -0.1 -0.2 -1.3 0.634
N 0.760 0.926 -2.585 -0.9 -0.2 0.0 -0.252
C 0.175 -0.123 -2.101 1.7 -0.6 0.3 0.353
O -0.773 -0.041 -1.204 0.1 0.0 -0.7 -0.792
C 0.853 -1.524 -2.424 -0.5 1.5 0.7 -0.043
C 0.426 -2.685 -1.788 0.2 0.8 -0.9 -0.160
C 0.988 -3.892 -2.084 0.7 -1.8 0.0 -0.430
C 2.082 -3.991 -2.956 -0.8 0.4 -0.3 -0.418
C 2.526 -2.819 -3.582 -0.3 -1.1 0.9 -0.606
C 1.941 -1.598 -3.283 -0.5 -1.2 -0.5 -0.355
C -0.013 -2.024 2.067 0.5 0.4 0.6 -0.211
C -1.296 -1.564 2.267 -2.0 1.2 -0.9 1.480
C -1.618 -0.095 2.281 -0.1 0.0 1.4 -1.661
C -2.425 -2.397 2.159 0.5 0.3 0.3 -1.230
C -2.221 -3.739 2.000 -0.4 -1.1 -1.0 0.830
C -3.382 -4.628 1.595 -1.1 2.8 0.8 -1.748
C -0.922 -4.230 1.921 -0.5 0.0 -0.3 -1.098
C 0.178 -3.389 1.904 0.8 -0.9 0.4 1.577
C 1.529 -4.064 1.753 -0.3 0.1 -1.8 -0.855
C 4.070 -1.914 3.307 -0.1 0.4 0.6 1.353
C 4.708 -1.534 2.011 1.0 -1.5 -1.1 -1.634
C 4.721 -2.588 4.363 -1.3 0.8 -0.8 -0.972
H 5.301 -4.371 6.464 -0.1 1.1 0.0 0.332
H 4.071 -3.688 7.453 -0.2 0.0 0.6 0.405
H 5.503 -2.746 7.238 0.5 0.4 0.0 0.278
H 2.399 -2.288 6.804 -0.5 0.0 0.4 0.360
H 0.763 -0.802 6.193 0.0 -0.1 -0.2 0.432
H -0.054 -1.411 4.718 0.3 0.4 0.0 0.171
H 0.960 0.120 4.648 -0.7 -0.8 0.5 0.263
H -0.448 -2.623 -1.214 -1.0 0.1 1.1 0.553
H 0.557 -4.819 -1.654 0.3 0.6 -0.2 0.262
H 2.413 -4.964 -3.318 0.2 0.2 0.4 0.344
H 3.299 -2.944 -4.315 0.3 0.4 -0.4 0.392
H 2.194 -0.818 -3.937 0.3 1.5 -0.2 0.439
H -1.364 0.367 1.345 0.3 0.2 -0.3 -0.228
H -1.137 0.407 3.124 0.7 0.1 -0.3 0.327
H -2.658 0.144 2.523 -0.2 -0.5 -0.5 0.608
H -3.444 -1.982 2.114 0.6 -0.1 0.2 0.099
H -4.309 -4.139 2.001 0.6 -0.6 -0.5 0.360
H -3.374 -5.605 1.922 0.4 -2.2 1.1 0.492
H -3.489 -4.694 0.535 0.0 0.3 -0.9 0.310
H -0.823 -5.290 1.706 0.3 0.0 0.2 0.280
H 1.333 -5.149 1.899 0.6 0.6 -0.2 0.403
H 2.248 -3.686 2.467 0.2 -0.1 0.1 -0.069
H 1.930 -3.857 0.684 -0.5 -0.4 1.7 0.017
H 4.092 -1.891 1.192 -0.6 0.2 -0.2 0.315
H 5.627 -2.092 1.782 0.2 0.2 0.6 0.372
H 4.914 -0.492 1.786 -0.2 0.3 0.5 0.303
H 5.735 -2.886 4.183 0.5 -0.3 0.2 0.409
Se 1.117 2.710 0.154 -0.2 0.0 0.3 -0.639
```
Positions in Å, forces in eV/Å.

Computed properties:
**Gap between HOMO and LUMO (spin up / spin down)**: 4.638 / 4.857 eV
**HOMO energy (spin up / spin down)**: -0.98 / -1.20 eV
**Charge**: -2
**Spin multiplicity**: 5
**⟨S²⟩**: 6.149


Computed, not measured: a 2-piece molecular cluster, C37H50N3O6 overall, with ωB97M-V/def2-TZVPD.

```
96
Properties=species:S:1:pos:R:3:forces:R:3:mulliken_charge:R:1
C 2.108 5.304 -1.034 -0.2 0.2 -0.1 -0.695
O 1.675 4.981 -2.363 0.3 -0.2 0.2 -0.342
C 2.644 4.385 -3.086 1.4 -0.3 0.3 -0.025
O 3.757 4.177 -2.637 -1.3 0.4 -0.3 -0.608
C 2.176 4.077 -4.487 -0.3 -0.5 -0.1 0.676
C 2.082 5.368 -5.323 -0.2 0.2 0.4 -0.650
C 2.620 5.015 -6.706 0.3 -0.1 -0.4 -0.621
C 3.025 3.535 -6.644 -0.5 -0.3 -0.1 -0.730
N 3.063 3.207 -5.218 0.7 1.2 -0.2 0.194
C 3.245 1.880 -4.818 0.8 -1.8 1.0 -0.191
C 4.114 1.517 -3.830 -0.7 0.9 -1.3 -0.596
C 4.345 0.117 -3.383 -0.2 -0.7 0.2 -0.633
C 3.738 -0.956 -4.298 0.2 0.2 0.0 -0.759
C 2.373 -0.520 -4.810 0.0 0.0 0.0 -0.847
C 2.446 0.805 -5.566 0.2 0.2 -0.1 -0.309
H 1.248 5.807 -0.592 0.2 0.0 0.1 0.349
H 2.363 4.394 -0.476 0.0 0.2 -0.2 0.199
H 2.988 5.958 -1.069 -0.3 -0.2 0.1 0.323
H 1.168 3.627 -4.390 0.1 0.1 0.1 0.262
H 1.031 5.669 -5.333 0.3 0.2 -0.1 0.329
H 2.682 6.174 -4.877 -0.3 -0.2 0.0 0.331
H 1.854 5.161 -7.474 0.3 0.1 0.1 0.287
H 3.492 5.631 -6.952 -0.3 -0.1 0.0 0.278
H 2.257 2.938 -7.167 0.2 0.0 0.0 0.376
H 3.985 3.338 -7.144 -0.2 0.0 0.3 0.352
H 4.708 2.275 -3.324 -0.3 0.0 -0.3 0.509
H 5.421 -0.060 -3.265 -0.1 0.1 0.0 0.355
H 3.909 -0.005 -2.378 0.1 0.0 0.0 0.206
H 4.412 -1.132 -5.144 -0.1 0.0 0.0 0.330
H 3.647 -1.899 -3.751 0.1 0.0 -0.1 0.335
H 1.955 -1.292 -5.463 -0.1 0.1 0.1 0.322
H 1.697 -0.402 -3.957 0.0 0.0 0.0 0.290
H 1.425 1.163 -5.769 0.3 0.0 0.0 0.380
H 2.914 0.619 -6.548 -0.2 0.1 0.2 0.301
C -6.569 -4.642 2.319 0.3 -0.1 -0.6 -0.834
O -6.102 -5.004 0.996 -0.1 0.7 0.6 -0.441
C -5.096 -4.245 0.483 0.5 -0.3 -0.4 0.669
C -4.433 -3.230 1.174 -0.3 0.3 0.4 -0.687
C -3.291 -2.627 0.654 -0.4 -0.3 -0.2 -0.343
C -2.579 -1.547 1.433 -0.4 0.3 0.1 -1.196
C -1.447 -2.088 2.311 0.1 -1.1 -0.3 0.176
C -1.970 -3.049 3.384 -0.3 -1.5 0.0 0.225
O -2.490 -4.153 3.216 0.8 1.9 0.1 -0.684
N -1.738 -2.467 4.593 -0.1 -0.1 -0.5 0.368
C -2.153 -3.124 5.810 0.1 0.1 0.5 -0.996
C -0.959 -1.233 4.565 -0.4 -0.3 0.9 -0.081
C -1.784 -0.099 5.187 -0.2 0.1 -0.2 -1.457
C 0.374 -1.453 5.291 0.1 -0.2 -0.2 -1.500
N -0.778 -1.058 3.115 1.2 1.9 -1.4 0.578
C -0.096 -0.049 2.539 -1.2 -1.8 0.3 0.295
C 0.524 0.980 3.243 0.9 1.4 0.5 0.644
C 1.253 2.030 2.691 -0.8 -1.1 0.1 -0.845
C 1.872 3.074 3.465 0.5 0.8 0.8 0.801
C 2.607 4.121 2.843 -0.3 -0.5 0.0 -0.194
C 3.206 5.131 3.588 0.0 0.0 0.2 -0.703
C 3.101 5.138 4.987 -0.2 -0.3 -0.5 -0.324
C 2.385 4.121 5.626 -0.1 -0.2 -0.1 -0.768
C 1.780 3.110 4.887 0.1 0.1 -0.4 -0.255
C -2.790 -3.049 -0.573 0.3 0.2 -0.3 -0.695
C -3.437 -4.058 -1.296 -0.5 -0.1 0.3 0.607
O -2.971 -4.599 -2.451 0.5 0.8 -0.2 -0.441
C -1.865 -3.907 -3.077 -0.5 -0.3 0.3 -0.891
C -4.630 -4.623 -0.795 0.9 -0.8 0.7 0.990
O -5.180 -5.705 -1.419 -0.1 -0.3 -0.1 -0.536
C -4.634 -7.018 -1.078 -0.2 1.0 0.0 -0.535
H -7.398 -5.322 2.517 0.2 0.2 0.0 0.257
H -5.766 -4.779 3.060 -0.2 0.0 -0.2 0.320
H -6.915 -3.596 2.350 0.0 -0.3 -0.1 0.333
H -4.794 -2.946 2.166 0.2 0.0 -0.4 0.296
H -2.154 -0.807 0.739 -0.2 -0.1 0.2 0.564
H -3.300 -1.038 2.095 0.2 0.0 -0.3 0.389
H -0.716 -2.626 1.678 -0.2 0.3 0.3 0.298
H -2.734 -4.007 5.527 0.2 0.2 0.0 0.372
H -1.287 -3.437 6.407 -0.2 0.0 -0.1 0.311
H -2.776 -2.453 6.415 0.1 -0.2 -0.1 0.336
H -2.765 -0.053 4.693 0.2 0.0 0.2 0.323
H -1.923 -0.292 6.258 0.0 0.1 -0.3 0.473
H -1.298 0.870 5.066 -0.2 -0.1 0.2 0.413
H 0.870 -2.332 4.859 -0.1 0.2 0.2 0.366
H 1.042 -0.598 5.182 0.0 -0.2 0.2 0.423
H 0.189 -1.622 6.359 0.1 0.0 -0.3 0.450
H -0.053 -0.096 1.447 0.0 0.0 0.3 0.544
H 0.420 0.957 4.325 0.1 0.1 -0.6 -0.762
H 1.353 2.063 1.604 0.1 0.1 0.2 0.419
H 2.698 4.108 1.757 0.0 0.1 0.2 0.320
H 3.764 5.924 3.087 -0.2 -0.3 0.1 0.397
H 3.572 5.924 5.575 -0.1 -0.2 -0.2 0.394
H 2.294 4.108 6.712 0.0 0.0 -0.3 0.394
H 1.229 2.333 5.414 0.2 0.3 0.0 0.339
H -1.883 -2.583 -0.971 -0.3 -0.2 0.1 0.426
H -1.728 -4.415 -4.032 0.1 0.1 0.2 0.278
H -2.097 -2.842 -3.235 0.0 -0.4 0.0 0.355
H -0.960 -3.988 -2.457 -0.2 -0.1 -0.2 0.334
H -5.222 -7.718 -1.671 0.1 0.0 0.1 0.262
H -3.574 -7.062 -1.355 -0.2 0.0 0.0 0.232
H -4.761 -7.210 -0.005 0.0 0.0 -0.2 0.220
```
Positions in Å, forces in eV/Å.

Computed properties:
**Gap between HOMO and LUMO**: 4.461 eV
**HOMO energy**: -9.43 eV
**Charge**: +1


Computed, not measured: C37H51BrN2P2PbS as an isolated structure, with ωB97M-V/def2-TZVPD.

```
95
Properties=species:S:1:pos:R:3:forces:R:3:mulliken_charge:R:1
N 1.320 -7.202 5.514 -0.1 0.0 0.3 -0.527
C 0.219 -6.598 5.972 -0.2 0.8 -0.6 -0.316
C -0.371 -5.482 5.336 0.7 -0.3 -0.3 -0.519
C 0.216 -4.986 4.141 -0.2 -1.6 0.5 0.242
C 1.432 -5.618 3.732 -0.4 0.2 -0.1 -0.292
C 1.930 -6.717 4.435 -0.7 0.6 0.1 -0.419
C -0.404 -3.956 3.317 0.1 -0.4 -0.8 -0.380
Pb -2.016 -2.463 1.343 -1.6 1.1 -0.9 0.926
P -1.060 -0.135 -5.379 -0.3 0.6 -2.0 -0.230
C -0.084 -3.906 1.955 1.7 -1.0 0.6 -0.547
C 0.438 -2.743 1.225 -1.6 0.4 0.3 0.813
C 0.990 -2.875 -0.088 0.0 0.0 0.1 -1.397
C 1.645 -1.828 -0.670 -0.3 -0.4 0.3 -0.812
C 1.607 -0.522 -0.069 0.6 -0.4 0.4 0.612
C 0.954 -0.378 1.191 -0.4 0.1 0.6 -0.823
C 0.358 -1.444 1.843 1.7 0.0 -0.4 -0.647
Br 0.213 0.458 -1.877 0.1 -0.5 0.7 -0.332
H -1.178 -3.306 3.767 1.0 0.3 0.3 0.262
H 0.139 -4.867 1.450 0.3 0.5 0.6 0.727
H -1.263 -5.024 5.756 0.1 -0.1 -0.1 0.361
H 2.006 -5.283 2.869 -0.3 0.1 0.2 0.405
H -0.242 -7.007 6.871 0.2 0.0 -0.2 0.370
H 2.841 -7.211 4.105 -0.2 0.0 0.1 0.367
H 0.918 -3.849 -0.584 0.2 0.4 0.2 0.509
H 0.149 -1.316 2.921 -0.2 -0.2 -0.7 0.315
H 2.098 -1.960 -1.648 0.0 0.1 0.2 0.448
H 0.909 0.590 1.706 0.2 -0.7 -0.3 0.723
P 3.056 0.612 -0.200 -1.8 -0.2 0.9 1.149
C -2.284 -0.930 -4.296 0.1 -0.2 0.2 0.099
C -3.172 -1.850 -5.155 -0.1 0.0 0.2 -1.290
H -2.880 -0.127 -3.836 0.1 -0.3 0.0 0.267
H -1.738 -1.491 -3.524 -0.4 0.1 0.2 0.005
H -3.999 -2.251 -4.557 0.1 0.0 -0.1 0.370
H -3.595 -1.303 -6.009 0.1 -0.1 0.3 0.367
H -2.601 -2.698 -5.554 -0.1 0.2 0.1 0.319
C 0.500 -1.069 -5.243 0.0 0.0 0.3 0.489
C 1.378 -0.812 -6.479 0.1 -0.2 0.1 -1.301
H 0.230 -2.135 -5.179 0.2 0.2 0.1 0.424
H 0.970 -0.743 -4.304 0.2 -0.4 -0.2 -0.602
H 2.256 -1.467 -6.461 -0.1 0.1 0.0 0.391
H 0.823 -1.018 -7.406 0.1 0.1 0.3 0.371
H 1.733 0.226 -6.528 -0.1 -0.2 0.0 0.304
C -0.658 1.494 -4.646 -0.4 0.1 0.7 0.865
C -1.513 2.593 -5.270 0.1 0.3 -0.1 -1.446
H 0.416 1.698 -4.791 -0.3 -0.1 0.1 0.408
H -0.856 1.443 -3.551 0.1 0.4 -1.0 -0.844
H -1.285 3.559 -4.800 -0.1 -0.1 -0.2 0.388
H -1.306 2.668 -6.347 -0.2 0.0 0.3 0.398
H -2.588 2.404 -5.137 0.3 0.0 -0.1 0.295
C 2.116 2.150 0.065 -0.3 0.7 -1.0 0.804
C 2.887 3.458 -0.065 0.2 0.6 0.1 -1.358
H 1.628 2.143 1.057 0.4 -0.4 -0.6 -0.004
H 1.296 2.081 -0.692 0.8 0.2 0.7 -0.431
H 3.036 3.886 0.932 0.1 0.1 -0.3 0.373
H 3.879 3.319 -0.512 -0.2 0.2 -0.1 0.301
H 2.306 4.184 -0.668 0.5 -0.4 0.3 0.383
C 3.999 0.263 -1.690 0.2 0.8 -0.8 -0.632
C 4.869 -1.010 -1.831 -0.1 0.0 0.4 -1.148
H 4.670 1.137 -1.785 -0.3 -0.2 -0.2 0.526
H 3.265 0.316 -2.507 0.1 0.1 0.1 0.381
H 5.719 -0.990 -1.134 -0.3 -0.1 -0.2 0.350
H 4.293 -1.924 -1.655 0.2 0.2 -0.1 0.277
H 5.269 -1.038 -2.858 -0.2 0.1 0.5 0.425
C 4.151 0.406 1.225 0.2 -0.3 -0.4 -0.648
C 3.686 0.926 2.591 0.1 0.0 0.2 -1.075
H 5.079 0.916 0.913 -0.2 -0.3 0.1 0.498
H 4.354 -0.676 1.250 0.2 0.3 0.1 0.549
H 3.544 0.080 3.274 0.0 0.3 -0.1 0.320
H 4.462 1.585 3.000 -0.3 -0.2 0.0 0.356
H 2.760 1.508 2.554 0.2 -0.2 0.1 0.224
N -2.470 -0.068 1.484 -0.1 -0.1 0.4 -0.601
S -1.829 1.412 1.282 0.0 0.4 -0.4 1.270
C -3.049 2.408 0.423 -0.4 0.1 -0.7 0.501
C -2.622 3.365 -0.512 0.0 -0.5 0.7 -0.207
C -3.530 4.303 -0.995 -0.4 0.0 0.0 -0.704
C -4.875 4.228 -0.608 -0.1 -0.3 0.2 -0.501
C -5.322 3.191 0.235 0.4 0.1 -0.3 -0.791
C -4.401 2.270 0.735 0.0 0.3 0.1 -0.758
C -1.846 2.350 2.839 -0.5 0.3 0.8 0.609
C -2.023 1.674 4.048 0.0 -0.2 -0.2 -0.370
C -2.010 2.380 5.255 0.1 0.3 -0.2 -0.653
C -1.846 3.772 5.249 0.0 -0.3 -0.2 -0.471
C -1.756 4.470 4.037 0.1 -0.5 -0.1 -0.667
C -1.757 3.758 2.833 0.0 -0.3 -0.2 -0.507
H -3.466 0.044 1.669 0.0 -0.2 0.1 0.192
H -1.591 3.344 -0.836 0.1 0.2 0.0 0.478
H -3.193 5.090 -1.677 -0.2 -0.4 0.2 0.454
H -5.599 4.959 -0.976 0.3 -0.2 0.1 0.399
H -6.377 3.081 0.498 0.4 0.2 -0.2 0.412
H -4.754 1.458 1.370 0.0 0.3 0.0 0.233
H -2.226 0.596 4.024 0.2 0.4 0.1 0.351
H -2.134 1.841 6.198 0.0 0.2 -0.3 0.394
H -1.793 4.319 6.188 -0.1 -0.1 -0.2 0.408
H -1.697 5.563 4.029 0.0 -0.5 0.0 0.417
H -1.749 4.294 1.884 0.1 -0.1 0.3 0.377
```
Positions in Å, forces in eV/Å.

Computed properties:
**Gap between HOMO and LUMO (spin up / spin down)**: 3.700 / 3.697 eV
**HOMO energy (spin up / spin down)**: -10.92 / -10.91 eV
**Charge**: +2


The records above give, respectively, F_max values of 0.093; 0.052; 0.041 Eh/bohr.